C3H9O | wB97M-V/def2-TZVPD

Geometry as XYZ:
```
13
Properties=species:S:1:pos:R:3:forces:R:3
C 0.7423 0.4549 -1.1363 -1.04 1.15 -0.31
H -1.8093 -0.7044 0.9330 0.04 0.01 0.14
H -0.0725 -1.3883 -0.6817 -0.56 -0.02 0.49
C -1.1934 0.0766 0.4884 -0.67 0.48 -0.61
H 1.6833 -0.0797 -1.1211 0.00 -0.20 0.23
O 1.2496 -0.6212 2.2110 0.18 0.16 0.16
H 0.6463 0.9572 -2.1121 0.01 -0.28 -0.04
H 0.7889 1.2848 -0.4297 0.37 -0.14 0.17
H -1.8519 0.9191 0.2249 -0.06 -0.03 0.17
H -0.4501 0.4291 1.1993 0.17 -0.44 0.27
C -0.5233 -0.3901 -0.7831 2.28 -0.88 -0.51
H -1.1398 -0.4866 -1.6743 -0.54 0.28 0.07
H 1.9298 -0.4514 2.8816 -0.20 -0.08 -0.22
```
Forces are in eV/Å.

Computed properties:
Charge: -1
Kohn-Sham gap: 6.589 eV
Relative energy (zero: lowest compared OMol25 entry of this formula, charge and spin): 7.8 kcal per mole
Spin multiplicity: 1